1.
Molecular formula: C14H27F5N3O7S4
Method: DFT, ωB97M-V with the def2-TZVPD basis set

Positions of all 60 atoms, in Å:
1 C 1.54435 -4.15786 3.08753
2 C 0.53410 -3.61633 3.74882
3 N 0.12795 -2.23838 3.47482
4 C -1.26496 -2.04710 3.30237
5 N -2.19063 -1.67779 4.27343
6 S -2.27805 -2.77061 5.61771
7 N -1.73087 -2.30335 2.11266
8 O -3.07231 -2.22855 1.88163
9 C -0.99574 -2.77733 0.93037
10 C -0.46848 -1.65552 0.04409
11 C 0.53636 -2.20707 -0.96802
12 O 1.86997 -1.97988 -0.47273
13 C 2.74256 -3.01386 -0.66046
14 C 3.98109 -2.66317 -1.40723
15 O 2.50606 -4.09897 -0.20547
16 S 0.92593 -1.10960 4.48184
17 O 0.16688 -0.77966 5.64438
18 O 2.26050 -1.57454 4.60881
19 C 1.07722 0.44789 3.45286
20 F 1.62982 0.13028 2.29027
21 F 1.92319 1.17526 4.16670
22 C -0.21723 1.30005 3.20878
23 F -1.10464 1.12700 4.19251
24 F 0.09561 2.57104 3.13922
25 F -0.79897 0.92958 2.06737
26 H 1.80277 -5.19617 3.24240
27 H 2.13685 -3.57907 2.39547
28 H 0.02408 -4.13877 4.54683
29 H -2.10933 -0.70786 4.55269
30 H -1.57842 -2.04590 6.49923
31 H -3.35922 -1.32171 2.07378
32 H -1.72472 -3.36452 0.37457
33 H -0.18948 -3.44335 1.22814
34 H 0.07549 -0.95198 0.65959
35 H -1.26407 -1.12983 -0.48458
36 H 0.42601 -1.68409 -1.91579
37 H 0.39512 -3.27900 -1.10644
38 H 4.67097 -2.15830 -0.72945
39 H 3.77279 -2.00685 -2.24711
40 H 4.44247 -3.58723 -1.74283
41 C -0.18157 1.67069 -2.39513
42 S -1.84855 1.34670 -2.98044
43 O -2.13747 -0.08017 -2.63624
44 C -1.44136 1.43167 -4.71584
45 H -0.19406 1.62447 -1.30656
46 H 0.49399 0.91415 -2.79486
47 H 0.12973 2.66169 -2.72591
48 H -0.67632 0.69086 -4.94762
49 H -1.08286 2.43623 -4.94604
50 H -2.34504 1.21746 -5.28323
51 C -0.02310 6.76366 -5.40754
52 S 0.26722 5.50143 -4.16880
53 O 0.33551 4.19198 -4.88043
54 C -1.36341 5.59388 -3.41902
55 H 0.87196 6.83687 -6.02083
56 H -0.87429 6.47700 -6.02441
57 H -0.20794 7.71585 -4.91143
58 H -2.12255 5.39146 -4.17456
59 H -1.50599 6.58403 -2.98749
60 H -1.41492 4.84314 -2.63242

charge = +1
E_LUMO = -4.3 eV
orbital gap = 6.73 eV

=====

2.
Molecular formula: H18HgO9
Method: DFT, ωB97M-V with the def2-TZVPD basis set

Positions of all 28 atoms, in Å:
1 Hg 0.91900 -8.32500 -9.41100
2 O 0.54900 -7.70700 -6.88000
3 H 1.04000 -7.91300 -6.12600
4 H 0.66600 -6.74200 -6.90300
5 O 2.78800 -10.38600 -9.97000
6 H 2.84700 -10.87800 -10.75100
7 H 3.58200 -10.60000 -9.49900
8 O -1.40200 -8.30900 -9.01000
9 H -1.80600 -9.08600 -9.30900
10 H -2.07100 -7.69100 -8.85300
11 O 0.53900 -10.34000 -8.10600
12 H -0.13800 -10.96500 -7.85500
13 H 1.34100 -10.34700 -7.56900
14 O 1.34900 -5.88900 -8.85100
15 H 0.89800 -4.97900 -8.69200
16 H 2.09300 -5.79900 -9.45400
17 O 3.14900 -7.91800 -8.46900
18 H 3.35800 -7.34800 -7.74000
19 H 3.91700 -8.38400 -8.72000
20 O 2.10200 -7.93500 -11.47500
21 H 2.15900 -7.39500 -12.24300
22 H 2.33900 -8.79800 -11.85600
23 O 0.12100 -9.90400 -11.05100
24 H -0.28800 -10.77500 -11.06400
25 H 0.20500 -9.70800 -12.00200
26 O -0.44100 -6.83100 -11.05200
27 H -1.27500 -6.65300 -10.65400
28 H -0.51600 -7.51900 -11.71700

charge = +2
E_LUMO = -7.4 eV
orbital gap = 11.15 eV
ΔE to the lowest compared entry with this formula, charge and spin = 99.8 kJ/mol

=====

no.,HOMO energy (eV)
1,-11.078
2,-18.538